(1)
Density functional theory data (ωB97M-V/def2-TZVPD) for a molecular structure, C5H9CoMgO4 in a non-equilibrium geometry.

The geometry in XYZ format:
```
20
Properties=species:S:1:pos:R:3:forces:R:3
O -1.8591 -1.0454 -0.9981 0.06 0.89 0.87
C -2.4127 0.1509 -0.8385 -0.05 1.59 -0.49
C -1.7823 1.0896 -0.1182 -0.81 -0.15 -0.32
O -0.6727 0.6707 0.6111 0.26 -0.55 0.07
C 0.5050 1.4761 0.5050 0.38 0.50 -0.64
C 1.5662 0.7689 1.3096 0.19 0.33 0.29
O 1.6235 -0.5846 0.8610 -0.68 -0.06 -0.43
C 2.7140 -1.3326 1.3899 0.55 -0.46 0.28
Mg -0.1617 -1.3760 0.2112 0.50 0.38 -0.23
H -3.3081 0.3989 -1.4158 0.20 -0.13 0.31
H -2.0908 2.1267 -0.0029 0.02 -0.35 0.07
H 0.3238 2.4788 0.9152 0.00 -0.23 -0.08
H 1.3168 0.7676 2.3818 0.10 0.11 -0.23
H 2.5399 1.2539 1.1521 -0.22 -0.12 0.09
H 2.6683 -2.3342 0.9498 0.00 0.26 0.09
H 3.6613 -0.8505 1.1145 -0.25 -0.12 0.09
H 2.6215 -1.4020 2.4833 0.10 0.04 -0.27
Co -1.6906 -2.8140 -1.2707 0.17 -1.99 -0.70
O -0.0917 -3.0845 -0.5971 -0.30 0.21 0.40
H 0.7954 1.5798 -0.5740 -0.21 -0.14 0.84
```
Forces are in eV/Å.

2S+1: 4
Net charge: +1
Energy above the lowest of the compared OMol25 structures with the same formula, charge and spin (kcal per mole): 0.0
Gap between HOMO and LUMO (alpha / beta) (eV): 8.613 / 8.899
Highest occupied orbital energy (alpha / beta) (eV): -12.6 / -12.7


(2)
Density functional theory data (ωB97M-V/def2-TZVPD) for C4H6O2 in the gas phase in a non-equilibrium geometry.

The geometry in XYZ format:
```
12
Properties=species:S:1:pos:R:3:forces:R:3
C -1.3149 0.2238 0.0870 0.09 -0.12 -0.03
C 0.0572 -0.3680 0.0396 1.32 -2.01 2.94
C 0.5395 -1.4421 1.3900 -1.78 2.79 -2.70
O -0.1324 -1.5597 2.3582 0.14 -0.25 0.23
C 1.2288 0.1891 -0.6404 0.15 0.47 0.36
O 0.5512 -0.9310 -1.1396 -0.22 -0.85 -0.87
H -1.7882 -0.0208 1.0356 -0.04 0.01 0.07
H -1.9136 -0.1915 -0.7230 -0.04 -0.01 0.02
H -1.2767 1.3047 -0.0224 -0.06 0.08 0.01
H 1.4872 -1.9418 1.1721 0.34 -0.29 0.00
H 1.1162 1.0868 -1.2309 -0.01 0.20 -0.03
H 2.2226 0.0046 -0.2472 0.09 -0.01 0.00
```
Forces are in eV/Å.

SMILES: C[C@]1(C=O)CO1
Energy above the lowest of the compared OMol25 structures with the same formula, charge and spin (kcal per mole): 58.2
Gap between HOMO and LUMO (eV): 10.290
Highest occupied orbital energy (eV): -9.4


(3)
Density functional theory data (ωB97M-V/def2-TZVPD) for a molecular structure, C43H37HfN3P2SeTe in a non-equilibrium geometry.

The geometry in XYZ format:
```
88
Properties=species:S:1:pos:R:3:forces:R:3
Hf -1.2442 -0.1773 -0.8298 2.21 -1.08 0.39
C -0.3870 -0.3736 -3.6280 -0.51 1.75 2.16
C -1.7652 -0.7630 -3.6484 1.48 -1.80 -0.15
C -2.5082 0.0698 -2.8413 -1.03 2.55 -0.92
C -1.6925 1.2415 -2.4839 0.11 -1.14 -1.41
C -0.3384 0.8577 -2.8157 0.13 -0.46 -2.43
H 0.4893 -0.8539 -4.0906 -0.67 0.20 0.32
H -2.1119 -1.6433 -4.2215 0.04 0.52 0.67
H -3.5911 0.0592 -2.7356 0.22 -0.08 -0.10
H -2.0990 2.2369 -2.5013 0.08 0.28 0.74
H 0.5824 1.4411 -2.7154 -0.63 -0.07 -0.10
Te 2.6157 0.9591 2.8099 0.61 0.33 1.11
C 2.3774 2.7463 3.9999 -0.49 -0.33 -0.18
C 3.0470 3.9341 3.7345 -0.13 0.04 0.03
C 2.6106 5.0810 4.4486 1.52 -0.24 -0.38
N 1.6060 5.0507 5.2876 0.06 0.54 -0.03
C 0.9773 3.8941 5.5082 -0.99 1.72 1.02
C 1.3383 2.7183 4.9572 0.83 -0.69 -1.48
C 0.8591 0.9791 1.7646 -0.65 0.04 -1.80
P 0.9494 1.5628 0.0344 -0.01 0.27 2.41
C 0.6872 3.4116 0.0366 -1.33 -0.44 0.39
C 1.3229 4.2083 -0.9061 -0.07 -0.04 -0.72
C 1.0525 5.5855 -0.9399 0.66 0.48 -0.04
C 0.2369 6.1660 0.0091 -0.72 1.18 1.02
C -0.4347 5.3628 0.9302 -0.45 -0.70 0.64
C -0.2790 3.9832 0.9385 1.41 -1.00 -1.02
C 2.6895 1.3913 -0.4225 -0.75 -1.72 -2.12
C 3.6680 2.3139 -0.1563 -0.98 1.13 0.84
C 4.9342 2.1888 -0.6490 1.41 -1.45 -1.20
C 5.2539 0.9943 -1.3418 -0.29 0.19 0.07
C 4.2644 0.0175 -1.5830 1.56 -0.75 -0.69
C 2.9815 0.2275 -1.1928 -0.41 2.16 1.69
P -0.2694 -0.3651 1.7289 0.84 1.60 -2.00
C 0.1102 -1.5883 2.9169 -1.62 -0.58 0.81
C -0.0953 -1.3241 4.2808 1.43 -0.95 0.26
C 0.4347 -2.2280 5.2003 -0.90 -0.45 1.44
C 0.9784 -3.4553 4.7650 0.40 0.34 0.38
C 1.0808 -3.7434 3.4030 -0.99 0.40 0.45
C 0.5570 -2.8336 2.4878 1.23 0.09 -0.21
C -1.9826 0.1796 1.6232 -0.62 0.75 1.07
C -2.9076 -0.3966 2.5103 0.08 -0.71 -0.53
C -4.2273 0.0228 2.4889 0.25 -0.87 1.28
C -4.7136 0.7022 1.4051 -1.13 0.47 -0.41
C -3.8669 1.2611 0.5021 0.48 -0.31 -0.75
C -2.4733 1.1019 0.5901 -0.24 -1.18 2.45
H 3.8652 3.9937 2.9929 -0.58 -0.01 0.54
H 3.1945 6.0251 4.3718 -0.68 -0.63 -0.11
H 0.1167 4.0659 6.1600 0.16 -0.74 -0.01
H 0.8007 1.8005 5.1129 -0.13 -0.14 0.28
H 1.9966 3.7056 -1.6336 -0.42 0.78 0.53
H 1.5371 6.2914 -1.6149 0.08 -0.60 -0.15
H 0.0892 7.2905 0.1432 0.38 -1.72 -0.67
H -1.0789 5.7808 1.6976 0.04 0.23 -0.22
H -0.7800 3.2657 1.6119 0.25 0.88 -0.04
H 3.3406 3.1356 0.4743 0.48 0.25 -0.24
H 5.7047 2.9569 -0.5745 -0.33 -0.19 0.35
H 6.2721 0.8115 -1.7082 -0.50 0.20 0.18
H 4.5108 -0.9298 -2.1011 0.07 0.78 0.28
H 2.1635 -0.4354 -1.3315 -0.40 -0.88 -0.47
H -0.5417 -0.4296 4.6604 -0.18 0.54 -0.14
H 0.2883 -2.0271 6.3260 0.43 -0.37 -1.99
H 1.3598 -4.1709 5.5102 -0.24 0.42 -0.45
H 1.4497 -4.6891 3.0532 0.22 -0.22 0.03
H 0.6732 -3.0364 1.4197 -0.21 0.08 0.29
H -2.5467 -1.2358 3.1207 -0.31 0.78 0.30
H -4.9244 -0.1531 3.3168 0.41 -0.49 -0.35
H -5.7913 0.7515 1.3407 -0.02 0.54 -0.26
H -4.1656 1.7974 -0.3621 -0.84 0.67 -0.43
H -1.9101 1.9471 0.2430 0.86 0.45 -0.37
C -3.8018 -4.7298 -2.5594 -0.13 -2.81 -1.69
N -2.4074 -4.4369 -2.7269 2.90 1.64 -0.52
C -1.6087 -3.6409 -1.9302 -1.68 0.25 -1.33
Se -2.2688 -2.6155 -0.4957 0.33 -0.82 0.46
N -0.4249 -3.4336 -2.5471 -1.45 -0.43 0.90
C -0.3886 -4.0998 -3.7351 0.22 -0.85 -0.83
C 0.6985 -4.3186 -4.5837 0.34 -0.17 -1.75
C 0.5321 -5.2499 -5.6436 -0.54 0.23 1.96
C -0.6579 -6.0042 -5.7105 -0.81 1.27 -0.74
C -1.7638 -5.6838 -4.9148 -0.93 -0.88 0.88
C -1.6334 -4.7216 -3.8816 0.80 -1.27 -0.53
H -4.1504 -4.1749 -1.7448 -0.82 0.49 1.21
H -3.8831 -5.8605 -2.4514 -0.14 1.43 0.45
H -4.3796 -4.5368 -3.4857 0.49 0.40 0.50
H 0.3454 -3.0244 -2.0866 0.81 0.46 0.43
H 1.6117 -3.6954 -4.5373 -0.55 -0.63 0.26
H 1.3142 -5.5307 -6.3303 0.27 0.43 0.01
H -0.7733 -6.6633 -6.5818 -0.04 -0.04 0.77
H -2.7019 -6.2960 -4.9420 0.96 0.70 -0.31
```
Forces are in eV/Å.

Net charge: +2
Gap between HOMO and LUMO (alpha / beta) (eV): 4.576 / 4.575
Highest occupied orbital energy (alpha / beta) (eV): -11.6 / -11.6


(4)
Density functional theory data (ωB97M-V/def2-TZVPD) for 2 unconnected molecules or ions with the total composition C6H12O in a non-equilibrium geometry.

The geometry in XYZ format:
```
19
Properties=species:S:1:pos:R:3:forces:R:3
C 0.2188 -1.3962 1.7669 0.44 -0.62 -1.23
C 0.2614 -1.0693 0.4721 0.10 1.24 0.55
C -0.2546 -1.9266 -0.6336 -0.16 -1.66 0.45
C 0.7566 0.2908 0.0787 0.30 -0.80 -0.07
C 0.3345 1.3786 0.7134 1.04 0.96 0.23
C 1.7590 0.3508 -1.0489 -1.34 1.01 -0.58
H 0.8194 -0.8023 2.4371 -0.44 0.00 0.52
H -0.2363 -2.3435 2.0301 0.15 0.08 0.46
H 0.5324 -2.2660 -1.3099 0.12 0.28 -0.03
H -1.0843 -1.5868 -1.2390 -0.07 0.73 -0.06
H -0.6217 -2.8530 -0.1731 0.01 0.05 -0.07
H 0.5322 2.3697 0.3095 0.39 -0.13 -0.07
H 0.0724 1.4284 1.7596 -1.20 -0.53 -0.15
H 1.3897 -0.1579 -1.9406 0.32 -0.26 0.00
H 2.7311 -0.0082 -0.7450 0.16 -0.39 0.12
H 1.8726 1.4005 -1.3239 0.19 0.02 -0.08
O -3.0508 2.3806 0.0204 -0.03 0.00 -0.52
H -2.9272 3.1491 -0.5504 0.00 0.05 0.24
H -3.1052 1.6614 -0.6233 0.03 -0.04 0.30
```
Forces are in eV/Å.

SMILES: C=C(C)C(=C)C.O
Energy above the lowest of the compared OMol25 structures with the same formula, charge and spin (kcal per mole): 45.5
Gap between HOMO and LUMO (eV): 9.480
Highest occupied orbital energy (eV): -8.7


(5)
Density functional theory data (ωB97M-V/def2-TZVPD) for a molecular structure, C27H23AgGeN2O3 in a non-equilibrium geometry.

The geometry in XYZ format:
```
57
Properties=species:S:1:pos:R:3:forces:R:3
Ag -0.5766 0.6026 -0.4788 -0.08 -0.29 -0.19
C -4.7796 -0.8081 -0.3253 0.05 -0.02 0.04
O -5.2811 0.4646 -0.7175 0.14 -0.03 -0.18
C -4.6295 1.6365 -0.4572 -0.05 -0.01 0.17
C -5.4545 2.7443 -0.4251 0.05 -0.06 0.03
C -4.9602 4.0190 -0.1711 -0.09 0.05 -0.02
C -3.6165 4.1792 0.0407 0.13 0.00 0.00
C -2.7316 3.0879 -0.0251 -0.29 -0.20 -0.02
C -1.3318 3.4283 0.1084 0.22 0.09 -0.06
N -0.3737 2.6523 -0.2229 -0.19 -0.42 0.10
N 0.9401 3.0202 -0.1113 0.46 0.36 0.05
C 1.7480 2.0196 -0.3176 -0.51 0.22 0.06
O 1.3829 0.7767 -0.5398 0.71 -0.20 0.01
C 3.2051 2.2817 -0.2876 0.16 -0.12 -0.03
C 4.0938 1.2096 -0.3105 -0.08 0.00 -0.03
C 5.4599 1.4351 -0.2748 0.06 0.03 0.00
C 5.9475 2.7329 -0.2235 0.01 0.00 0.01
C 5.0644 3.8045 -0.2115 0.03 0.02 0.00
C 3.6981 3.5836 -0.2426 -0.03 0.02 0.02
C -3.2276 1.7735 -0.2613 0.12 0.30 -0.01
O -2.5054 0.6651 -0.2781 -0.86 -0.54 -0.03
H -5.6293 -1.4838 -0.4115 0.00 0.02 0.01
H -4.4210 -0.8070 0.7036 0.00 0.05 0.05
H -3.9761 -1.1496 -0.9763 -0.03 0.04 -0.01
H -6.5094 2.5749 -0.5989 0.00 0.01 0.03
H -5.6301 4.8673 -0.1406 0.00 -0.01 0.00
H -3.2045 5.1623 0.2352 -0.01 -0.01 0.00
H -1.0925 4.4267 0.4723 0.07 0.03 -0.07
H 3.6996 0.2046 -0.3686 0.01 0.00 0.00
H 6.1478 0.5993 -0.2902 -0.02 -0.01 0.00
H 7.0148 2.9119 -0.1945 0.00 -0.01 -0.01
H 5.4462 4.8169 -0.1804 -0.02 0.00 0.01
H 3.0023 4.4108 -0.2325 -0.01 -0.02 0.00
Ge -0.5890 -1.9009 -0.5951 0.30 -0.53 0.42
C -0.8973 -2.4920 1.2586 0.18 0.42 -0.19
C -1.9749 -3.3178 1.5659 -0.01 0.02 -0.18
C -2.1707 -3.7699 2.8626 -0.03 -0.03 0.06
C -1.2934 -3.3946 3.8696 -0.01 -0.01 -0.02
C -0.2262 -2.5553 3.5803 0.01 0.00 0.03
C -0.0361 -2.1018 2.2845 0.02 0.03 -0.06
C 1.1159 -2.5828 -1.2938 -0.14 0.49 0.12
C 2.3174 -2.2969 -0.6460 -0.05 -0.02 0.09
C 3.5219 -2.7532 -1.1562 0.02 -0.01 0.00
C 3.5398 -3.4922 -2.3315 -0.01 0.00 -0.01
C 2.3517 -3.7793 -2.9870 0.05 -0.04 -0.04
C 1.1472 -3.3213 -2.4737 -0.16 0.01 0.05
H -1.6734 -2.6278 -1.4072 -0.18 0.39 -0.19
H -2.6629 -3.6136 0.7811 -0.02 -0.03 0.04
H -3.0118 -4.4127 3.0898 0.01 -0.01 -0.01
H -1.4419 -3.7542 4.8797 -0.01 0.02 0.00
H 0.4533 -2.2524 4.3670 0.00 0.01 -0.01
H 0.7897 -1.4321 2.0686 0.01 -0.01 0.05
H 2.3065 -1.7145 0.2677 0.06 0.02 -0.03
H 4.4495 -2.5295 -0.6434 -0.01 0.00 0.01
H 4.4806 -3.8422 -2.7368 -0.01 -0.01 0.00
H 2.3650 -4.3582 -3.9018 -0.01 0.01 0.00
H 0.2197 -3.5484 -2.9880 0.04 0.00 -0.05
```
Forces are in eV/Å.

Gap between HOMO and LUMO (eV): 6.456
Highest occupied orbital energy (eV): -7.9


(6)
Density functional theory data (ωB97M-V/def2-TZVPD) for a molecular structure, C11H16MoN3OS4.

The geometry in XYZ format:
```
36
Properties=species:S:1:pos:R:3:forces:R:3
Mo -0.8722 -0.0017 -0.4932 0.36 -0.13 0.27
C 1.8611 -1.4208 0.9276 -0.11 0.04 0.01
C 0.7415 -2.2375 1.5533 0.03 0.11 -0.05
S -0.8914 -1.4094 1.4950 0.09 -0.11 -0.30
C -1.1136 -0.3627 2.9678 -0.03 -0.12 0.07
C -0.4695 0.9977 2.8491 0.09 0.17 -0.05
S -0.9851 1.6838 1.2338 -0.10 0.12 -0.26
C 0.1540 3.0608 0.8173 -0.08 -0.03 -0.08
C -0.0236 3.3710 -0.6625 0.12 -0.04 0.10
S 0.0047 1.8933 -1.7420 0.02 -0.16 0.16
C 1.7384 1.4596 -2.1347 -0.06 0.00 -0.11
C 2.4125 0.5853 -1.0998 -0.04 -0.01 0.16
S 1.3271 -0.8559 -0.7422 -0.13 0.12 0.14
H 2.7611 -2.0215 0.7861 -0.03 -0.06 -0.01
H 2.1155 -0.5387 1.5150 0.01 0.00 -0.02
H 0.9636 -2.4843 2.5929 0.01 0.02 0.00
H 0.5659 -3.1705 1.0154 0.01 -0.03 -0.02
H -0.7418 -0.9095 3.8368 0.02 -0.01 -0.02
H -2.1981 -0.2908 3.0725 0.00 0.00 0.00
H 0.6192 0.9701 2.8775 0.00 -0.01 0.02
H -0.8317 1.6729 3.6262 -0.01 -0.01 0.00
H 1.1682 2.7567 1.0732 0.00 -0.01 0.00
H -0.1271 3.9185 1.4307 -0.01 0.01 -0.02
H 0.7560 4.0504 -1.0132 -0.01 0.00 -0.01
H -0.9850 3.8416 -0.8740 -0.02 -0.04 0.01
H 2.2974 2.3798 -2.3135 0.00 0.02 0.05
H 1.6528 0.9479 -3.0960 0.01 0.02 -0.01
H 2.5999 1.1060 -0.1608 0.02 -0.01 -0.02
H 3.3557 0.1872 -1.4777 0.00 -0.01 -0.03
O -1.8842 -0.8834 -1.6341 0.20 0.01 0.00
N -2.7895 -1.3725 -2.5554 -0.41 0.18 -0.03
C -2.7102 -2.6543 -2.6515 -0.01 -0.10 -0.05
C -1.7485 -3.3965 -1.8778 0.12 0.09 0.02
N -0.8818 -3.7597 -1.2209 0.00 -0.02 0.13
C -3.5795 -3.2971 -3.5781 -0.02 0.03 -0.08
N -4.2618 -3.8157 -4.3429 0.00 -0.04 0.03
```
Forces are in eV/Å.

Net charge: +3
Energy above the lowest of the compared OMol25 structures with the same formula, charge and spin (kcal per mole): 5.8
Gap between HOMO and LUMO (eV): 7.514
Highest occupied orbital energy (eV): -20.3